[1]
This record from the OMol25 dataset describes a 8-piece molecular cluster, C39H77ClN2O11P2S7 overall in a non-equilibrium geometry. The level of theory is ωB97M-V with the def2-TZVPD basis set.

Results
Max |F| in Eh/bohr: 0.0471
Total energy in eV: -174136.99501
LUMO level in eV: 0.18
Orbital gap in eV: 8.2768
Charge: 0

```
139
Properties=species:S:1:pos:R:3:mulliken_charge:R:1
Cl 2.99795 2.19953 -4.39701 -0.265
S 3.00585 -3.78267 10.76093 0.430
S 3.93606 -2.21345 0.36975 0.793
S 0.59537 6.08641 -6.75432 0.387
S -0.03065 6.23982 1.50171 0.628
S -2.40235 -5.35548 -4.19522 0.550
S -1.68046 -3.13428 8.82495 0.451
S -3.58780 -3.19246 4.02993 0.639
P -1.83485 1.13116 -1.09004 0.734
P 2.22284 0.60278 -3.30128 -0.235
O -0.92000 -0.71222 -3.90120 -0.283
O -1.18180 -6.18096 -3.98628 -0.642
O -0.07095 4.96478 -6.03334 -0.488
O 1.86867 -3.52629 9.83412 -0.538
O -3.07641 -3.37952 8.35638 -0.663
O 3.47566 -1.94670 1.75716 -0.672
O -2.91050 0.15525 -0.80364 -0.751
O -0.45179 4.94661 2.10098 -0.633
O -1.23723 -1.92227 -2.09135 -0.704
O 2.96025 0.84354 -1.86829 -0.084
O -2.41050 -4.09978 4.12546 -0.594
N 0.60969 -0.28534 -0.85255 0.620
N -4.16005 2.81882 -5.08729 -0.676
C -0.72334 6.30146 -0.15244 -0.451
C -3.80575 -6.47916 -4.13463 -0.966
C 5.15853 -0.95706 -0.01685 -0.761
C 0.43245 -0.99858 -6.16077 -1.343
C 2.42666 3.24814 1.57491 -1.853
C 0.10145 -2.40242 1.84410 0.685
C 0.37675 1.10001 -3.04043 2.002
C 0.22226 0.44309 -5.65604 -0.937
C -1.08791 7.51219 2.20652 -1.050
C 2.88223 -2.56840 12.07810 -0.955
C -0.27891 0.35402 -1.80029 0.478
C -0.62114 -1.18800 1.20629 -0.667
C 1.15110 3.41543 -2.00774 0.009
C -1.78388 1.39764 -4.52981 -0.477
C 0.27363 2.66122 -2.98517 -2.389
C -5.05509 -4.21624 4.19634 -1.074
C 2.17948 3.75424 0.17755 1.088
C -4.16684 1.62980 -4.49553 -0.518
C 2.74226 4.95059 -0.26232 -0.711
C 5.08840 -3.58855 0.45684 -1.177
C 1.37923 3.02260 -0.69576 1.178
C -2.95398 3.30145 -5.39611 -0.731
C -1.76522 2.64496 -5.15711 -0.530
C 2.49338 5.37429 -1.56216 -0.823
C 1.44044 -1.89658 -5.44788 0.358
C -0.12796 6.14484 -8.39534 -1.012
C 4.46768 -3.08574 9.98755 -0.970
C -2.74659 -4.51170 -2.65445 -0.505
C -3.03068 0.88328 -4.19984 -0.375
C -0.64095 -3.71611 1.54481 -1.417
C 1.72740 4.61405 -2.42923 -0.773
C -0.48116 0.61681 -4.27066 1.844
C -0.88412 -0.88746 -2.57257 -1.409
C 0.40085 -0.20031 0.58859 -1.134
C 1.27430 -3.35215 -5.91311 -1.475
C -3.74330 -2.38272 5.62034 -0.894
C -1.41444 -4.19396 10.24587 -0.741
C -0.15559 7.60149 -6.15183 -0.988
C -0.59329 -4.01330 7.70616 -0.648
H 2.33137 4.03416 2.32057 0.377
H 1.16300 0.98899 -5.73536 0.669
H -1.15509 -0.65010 1.99374 0.210
H -2.77509 -5.23544 -1.83845 0.462
H 2.91390 6.32075 -1.88296 0.386
H -0.54020 7.28516 -0.58583 0.410
H 2.46585 -1.56153 -5.60446 0.280
H -0.22164 5.54004 -0.74784 -0.305
H 0.42458 -3.95876 8.09041 0.324
H -1.34319 -1.55759 0.48236 0.278
H 0.81557 -0.86349 -7.18103 0.564
H 1.56044 4.97662 -3.43750 0.582
H -2.26829 2.10146 -2.00120 0.094
H 4.27010 -2.05340 9.69946 0.306
H 0.51215 3.04252 -3.97676 1.033
H 0.23665 7.02828 -8.91912 0.416
H -5.12300 -4.84695 3.31220 0.345
H 1.44250 -3.44174 -6.98647 0.377
H -5.13671 1.21370 -4.24365 0.434
H -1.24056 7.52446 -6.22332 0.298
H -4.66147 -1.79402 5.64353 0.446
H 4.52318 -4.47640 0.73222 0.357
H 1.94681 -4.00978 -5.36233 0.413
H 0.18405 5.24888 -8.92771 0.327
H 1.10961 -2.44482 1.43571 -0.386
H 3.76414 -2.63530 12.71497 0.377
H 0.13775 7.72606 -5.11142 0.287
H -5.93566 -3.57699 4.26018 0.370
H -0.75173 2.98550 -2.80898 0.491
H 1.99273 -2.79915 12.66062 0.302
H -1.21476 6.16724 -8.31430 0.295
H -2.88757 -1.72092 5.74350 0.286
H 5.84497 -3.38121 1.21370 0.330
H 3.29006 1.74846 -1.76403 0.316
H 3.46038 2.88592 1.62444 0.428
H -3.75269 -7.13074 -5.00459 0.343
H 0.95340 2.10162 -0.32419 -0.877
H 5.90915 -0.92638 0.77338 0.452
H -4.96541 -4.83536 5.08918 0.302
H -1.71910 -3.55276 1.49825 0.176
H -1.68361 -5.21873 9.98867 0.311
H 2.79324 -1.57130 11.64712 0.314
H -0.92364 -5.04870 7.62140 0.303
H 0.26503 -3.68071 -5.65797 0.219
H -3.16709 -0.07126 -3.71312 0.394
H -0.49377 -4.45209 2.33331 0.371
H -2.91446 4.27819 -5.86701 0.449
H -0.51838 -1.51582 -6.28903 0.298
H -3.75304 -7.07448 -3.22299 0.271
H 1.79837 2.39124 1.80504 0.217
H -0.65353 -3.53079 6.73168 0.170
H 3.33664 5.53217 0.43122 0.393
H -1.79327 6.09530 -0.10475 0.441
H 5.55066 -3.73627 -0.51927 0.359
H -0.89610 8.46078 1.70466 0.357
H 0.13706 -2.31159 2.92959 0.333
H 1.22373 -1.89321 -4.37956 0.004
H -0.43537 0.89571 -6.39729 0.445
H -1.45621 1.83101 0.07150 -0.049
H 4.69021 -3.67917 9.10342 0.319
H -0.81874 3.06565 -5.44857 0.866
H 0.17784 0.81465 0.91701 -0.052
H 0.20971 8.44385 -6.73900 0.419
H 1.36998 -0.43317 1.04024 0.972
H -3.74497 -3.12544 6.41692 0.234
H -2.05096 -3.83565 11.05308 0.336
H 5.61983 -1.18244 -0.97851 0.376
H -2.13270 7.22251 2.09371 0.305
H -3.70001 -3.98765 -2.73427 0.373
H -4.73079 -5.90312 -4.16327 0.339
H -1.94973 -3.78503 -2.48917 -0.145
H 0.82303 -1.23270 -1.12671 0.361
H -0.84208 7.60058 3.26262 0.350
H 4.63878 -0.00350 -0.07668 -0.071
H 5.30405 -3.13757 10.68448 0.383
H -0.34922 -4.14888 0.58410 0.417
H -0.36596 -4.12977 10.53508 0.148
```

=====

[2]
This record from the OMol25 dataset describes a 3-piece molecular cluster, C39H77ClN2O12P2S overall in a non-equilibrium geometry. The level of theory is ωB97M-V with the def2-TZVPD basis set.

Results
Max |F| in Eh/bohr: 0.1745
Total energy in eV: -111168.11479
LUMO level in eV: -1.19
Orbital gap in eV: 6.8404
Charge: 0

```
134
Properties=species:S:1:pos:R:3:mulliken_charge:R:1
Cl -0.59180 -3.76689 4.03137 -0.144
S 2.39288 -1.12862 6.04229 -0.204
P 1.31577 -2.32808 -2.40150 1.291
P 3.92082 1.99764 -8.00643 1.069
O -6.81307 -0.02868 5.33573 -0.535
O 0.19681 -1.33532 -2.64889 -0.713
O 3.79536 0.12711 2.59123 -0.525
O 0.61289 -0.88121 3.90906 0.137
O 4.07781 3.37946 -7.40573 -0.741
O 0.90289 -3.43765 -3.55200 -0.385
O 2.70315 -3.25537 -2.06825 -0.339
O 3.80251 1.14306 -6.59864 -0.395
O -0.26189 -1.41128 6.08553 -0.487
O 3.63036 0.54905 -8.85436 -0.254
O 5.51845 1.72274 -8.32748 -0.346
O 0.64969 -3.07517 -1.08686 -0.666
N -2.04186 -0.25211 3.26373 2.125
N -4.59591 0.57851 5.96131 0.374
C 2.77827 0.65846 -9.99950 -0.225
C -2.51568 -1.18351 2.26029 1.491
C -0.96825 0.63966 2.89026 -0.784
C 1.52460 1.00810 2.73650 -0.409
C -3.58945 2.65598 7.10145 -0.841
C -4.03897 0.78657 4.56764 -0.353
C 2.18431 -3.43930 3.91603 -0.305
C -1.75385 -2.79796 -0.85037 -1.109
C -5.78359 -0.26787 5.93705 0.464
C 0.50234 4.04695 5.10343 -0.831
C -3.25505 2.65177 0.73802 -0.988
C -3.99058 -1.64300 2.33354 -1.587
C 6.44063 2.80362 -8.41660 -0.339
C 2.99657 0.75230 3.27533 -0.426
C 3.90125 -2.51130 -1.81626 -0.207
C 0.90966 -3.08527 4.80445 -0.053
C 0.29424 1.45794 5.03791 0.382
C -1.70901 2.38384 1.01969 -0.588
C 1.14765 -3.11705 -4.91319 -0.194
C 2.59598 1.23041 -5.85397 -0.293
C 0.39176 0.51936 3.78170 0.286
C 3.28133 1.67843 -11.00345 -1.155
C -5.12803 -2.00735 2.54248 0.000
C 1.45245 0.51029 -6.54555 -0.850
C -4.89483 1.88872 6.61105 -0.617
C 1.13888 2.81742 4.94398 -0.466
C -1.37545 2.15331 2.58274 -0.016
C -5.72171 -1.58992 6.82494 -1.080
C -3.22629 1.11182 -1.42816 0.290
C 0.78295 -1.49910 5.13185 -0.035
C 3.73800 -1.51288 -0.68521 -1.068
C 7.07652 3.09318 -7.06567 -1.048
C -5.24365 1.06124 -3.05908 -1.179
C 2.63168 -3.12933 -5.23368 -0.871
C -2.72137 -0.13612 4.52269 -1.008
C 3.32236 -4.19237 4.75712 -1.122
C -4.09061 0.19759 -2.38714 -0.527
C -0.36975 -2.43624 -0.32985 0.350
C -3.97945 1.48432 -0.06613 -0.114
H -3.45789 -0.28091 -3.18381 0.373
H 3.10709 -4.03410 -4.85074 0.301
H 7.64253 4.02672 -7.09992 0.345
H -6.08336 -2.58379 2.51813 0.410
H 2.89383 -4.79416 5.61530 0.297
H -2.37990 -0.72308 1.22672 -0.577
H 1.06535 -3.58948 5.80930 0.583
H 1.47866 0.35613 1.80466 0.181
H 2.65529 -2.50168 3.49709 -0.052
H 0.68194 4.93625 4.44879 0.281
H -5.54362 0.57535 -4.04163 0.377
H -5.69097 -2.52610 6.19954 0.264
H -0.61571 0.26466 1.87161 -0.624
H -5.44009 2.50725 5.82617 0.367
H 1.35708 2.05761 2.37349 0.605
H -4.75362 -1.55367 7.41442 0.264
H 1.93360 -4.09554 3.03528 0.464
H 3.13156 -2.27256 -4.76994 0.000
H 1.75582 -0.48780 -6.86803 0.126
H -3.70687 3.18894 8.08153 0.414
H 3.99741 -3.40737 5.20075 0.237
H 3.38210 -2.00828 0.22095 0.193
H 7.22095 2.51240 -9.12472 0.357
H 4.68144 -3.23151 -1.56202 0.391
H 3.40293 -1.30324 5.12583 0.073
H -3.81573 1.88549 4.50033 0.296
H -4.07776 0.60113 0.62787 -0.206
H -3.31938 3.57287 0.07023 0.377
H -6.15510 1.00978 -2.38955 0.296
H -5.55676 1.76214 7.52616 0.452
H -2.82380 2.04080 -1.94597 0.386
H 5.95891 3.69226 -8.82796 0.326
H -1.97899 -3.84257 -0.62073 0.349
H 0.64194 -3.87380 -5.51696 0.369
H -0.53623 -2.30407 6.38178 0.428
H -1.28034 1.56217 0.36968 0.121
H 1.76543 0.91316 -9.67361 0.265
H -0.27549 -2.78041 0.70418 0.084
H -0.54987 2.89140 2.81090 0.313
H -2.28220 2.50915 3.14124 -0.037
H -4.98297 1.90361 -0.39168 0.436
H -0.21848 -1.35386 -0.31512 0.203
H -0.76213 1.84714 5.19131 -0.545
H 2.65036 1.68307 -11.89418 0.406
H 4.31059 1.45853 -11.29573 0.271
H -2.11669 0.20708 5.41959 -0.031
H 2.79779 -3.06937 -6.31098 0.438
H -1.88199 -2.13263 2.22871 -0.134
H 2.34067 2.27845 -5.67091 0.278
H 3.00460 -0.73884 -0.94099 0.292
H 2.24793 2.84665 4.78473 0.264
H -4.56304 -0.62324 -1.77857 0.234
H 2.73626 -0.32765 -10.46629 0.351
H 1.13367 1.06112 -7.43640 0.288
H -3.35946 3.43449 6.30260 0.204
H 4.20945 -2.00045 -2.73336 0.195
H 4.68611 -1.01676 -0.47102 0.517
H -2.51554 -2.16991 -0.38306 0.088
H -4.94702 2.11660 -3.30742 0.256
H -6.55687 -1.64792 7.57394 0.357
H 7.75956 2.28501 -6.79194 0.283
H -3.09617 -1.16503 4.84331 0.359
H -2.31358 0.49700 -1.13075 -0.480
H 2.78505 0.76188 -4.88517 0.225
H 0.70484 -2.14677 -5.15824 0.154
H -0.27035 4.07451 5.93207 0.260
H 0.59039 0.42230 -5.88132 0.404
H 6.34043 3.16161 -6.26232 0.284
H 3.34317 1.08795 4.30203 0.349
H -4.84047 0.45235 3.85503 0.045
H -3.78751 2.93396 1.69196 0.353
H -1.16709 3.32872 0.68950 0.421
H 3.96470 -4.80979 4.06566 0.362
H 0.58230 1.02491 6.03653 0.497
H -1.83867 -2.69650 -1.93428 0.350
H -2.68978 1.96443 7.09295 0.112
H 3.27302 2.68971 -10.58092 0.352
```

=====

[3]
This record from the OMol25 dataset describes C39H77GaIN7O8P as an isolated structure in a non-equilibrium geometry. The level of theory is ωB97M-V with the def2-TZVPD basis set.

Results
Max |F| in Eh/bohr: 0.0613
Total energy in eV: -138269.59676
LUMO level in eV: 1.83
Orbital gap in eV: 5.6578
Charge: -1

```
134
Properties=species:S:1:pos:R:3:mulliken_charge:R:1
I -0.34676 -0.52664 7.14545 -0.086
Ga -2.33254 -1.94657 2.25908 -0.718
P -3.31366 -3.98554 1.59920 0.033
O 1.31802 6.97940 3.40182 -0.625
O -2.36355 0.25142 -6.71232 -0.688
O 1.94955 -2.47461 -2.07032 -0.521
O 4.53463 -3.94279 5.73884 -0.571
O 3.38720 -0.12002 -6.29631 -0.636
O -2.09695 4.23957 -3.03749 -0.673
O 4.89059 -3.73541 3.50145 -0.368
O 1.04038 1.38575 4.04542 -0.415
N -0.20377 7.20571 1.77650 -0.101
N 0.56925 2.78648 5.72938 0.088
N -3.99234 2.14049 -0.16130 -0.618
N -1.35207 -0.59694 -4.90293 0.065
N -3.84012 2.94296 -3.58891 -0.053
N 4.26364 1.46130 -7.61676 -0.176
N 1.79434 -4.42734 -3.15039 -0.039
C -5.70509 -3.91062 3.23444 -0.802
C -2.79752 -1.58819 4.26680 -0.680
C -2.12226 0.19342 6.11174 -1.153
C -3.01169 -0.30713 1.23459 0.653
C -2.78141 -5.21002 2.95832 -0.580
C -0.23583 -0.79180 -7.07380 -0.979
C -2.36161 1.00803 1.22917 0.193
C 1.89622 8.46847 1.61902 -1.343
C 4.57178 2.80956 -8.04951 -0.847
C 1.08536 2.52055 4.49758 0.815
C 1.95306 -1.69095 1.13241 -0.861
C 2.47383 -3.29908 -2.79900 0.782
C -0.30392 -1.27034 -4.15484 -0.958
C -5.19261 -3.95798 1.73717 -0.595
C 3.55902 1.06842 -6.51990 0.794
C 4.55459 -0.92780 3.86963 -0.474
C -4.75717 2.26474 -4.48168 -0.919
C 2.59385 -3.12491 1.18803 -0.451
C -1.50003 -6.03940 2.56455 -0.813
C 3.01207 2.14138 -5.61367 -1.372
C -4.60484 0.94555 -0.20152 -0.227
C 1.70050 3.66325 3.73261 -1.435
C 0.38153 -1.71249 0.87477 -0.545
C 0.99696 7.49815 2.34185 0.805
C -4.24832 -0.29906 0.42138 -0.381
C -2.02869 -0.24487 4.60120 0.263
C -2.50157 3.95180 -5.38017 -1.200
C -2.78420 3.73244 -3.91411 0.867
C 2.55028 -3.81928 2.60395 0.590
C 3.86990 -3.12111 -3.33948 -1.601
C 4.17194 -1.76246 4.85843 -0.117
C 3.84496 -4.60638 2.97512 -0.927
C -2.84105 2.17618 0.54584 -0.653
C 2.23843 -5.51503 -3.99750 -0.982
C 0.53075 4.05344 6.42986 -0.979
C 4.54136 -3.26157 4.75357 0.578
C -0.30998 -2.21593 2.19927 0.601
C -0.76112 7.71072 0.53594 -0.906
C -1.39972 -0.33630 -6.23157 0.835
H -2.49375 -2.43043 4.93245 0.277
H 3.82732 2.74028 -5.20404 0.453
H -2.57868 -4.64764 3.90896 0.243
H -4.70782 1.19237 -4.28312 0.258
H -2.16202 -0.26649 -4.39920 0.139
H -3.06986 -0.18033 6.55592 0.464
H 3.63869 -3.14081 0.77404 0.467
H 1.06420 3.94458 7.37708 0.314
H 4.51274 -3.93484 -2.99761 0.410
H -1.42133 1.11316 1.82166 0.290
H 1.99340 -3.77820 0.49507 0.204
H -0.60000 -5.61289 3.08387 0.020
H 2.20923 -6.44154 -3.42005 0.307
H 4.15614 2.95924 -9.04808 0.279
H 2.25665 -3.07879 3.38307 0.089
H 0.51914 -1.57978 -4.79326 0.272
H 2.06589 3.29791 2.77482 0.291
H 0.86824 -4.47799 -2.75156 0.248
H 0.06793 -0.58409 -3.39355 0.291
H 2.54192 4.07958 4.28904 0.417
H 4.59792 0.69084 -8.17550 0.245
H 4.27676 -2.18140 -2.97331 0.306
H 2.48985 -1.06846 0.37740 0.367
H 0.95442 4.43666 3.54695 0.311
H -2.26685 3.12169 0.64150 0.372
H 4.46024 0.17755 3.94908 0.256
H 0.98502 4.85375 5.85089 0.352
H 0.22826 -1.74736 3.06076 0.092
H -1.34892 -6.03716 1.45888 0.289
H -5.68944 -3.14177 1.16533 0.286
H -2.10616 1.31593 6.11629 0.467
H -3.88888 -1.34897 4.28960 0.394
H -6.72468 -3.45461 3.31787 0.318
H 0.23157 -2.45206 0.05465 0.190
H -0.95892 6.86652 -0.12692 0.320
H -0.95749 -0.31749 4.28105 -0.211
H 3.24633 -5.35532 -4.36975 0.372
H -0.41307 -0.51352 -8.11082 0.331
H 4.28534 -5.09560 2.07034 0.388
H -0.12300 -3.32479 2.26783 -0.351
H 2.31556 2.77872 -6.16152 0.391
H -1.70379 8.21495 0.75720 0.302
H -4.88206 -1.19956 0.31391 0.020
H 0.08873 -0.66716 0.62468 0.266
H 4.16352 3.55651 -7.37515 0.332
H 1.40488 9.43834 1.52384 0.362
H -1.63350 4.59976 -5.48329 0.277
H -5.77030 2.61627 -4.27301 0.310
H 3.56642 -1.38836 5.71323 0.324
H -4.52091 2.44748 -5.52618 0.383
H -3.35455 4.43506 -5.86031 0.365
H -5.55559 0.92210 -0.79489 0.311
H 1.72509 -4.58160 2.57023 -0.380
H -3.97536 2.83540 -2.58988 0.134
H -5.69846 -4.93948 3.66993 0.286
H 0.17042 1.97293 6.18157 -0.110
H 4.97964 -1.37283 2.94109 0.192
H 2.47795 1.67462 -4.78887 0.267
H -2.47266 0.58919 3.99100 -0.011
H -5.02788 -3.29331 3.87279 0.068
H -1.57868 -7.09044 2.95450 0.362
H -0.08918 8.40610 0.04131 0.318
H -0.75121 6.55046 2.31440 0.221
H 0.68362 -0.30955 -6.73621 0.039
H -0.13317 -1.87674 -7.01843 0.321
H 2.15453 8.07931 0.63272 0.370
H -0.73038 -2.14630 -3.66347 0.297
H 2.13286 -1.20776 2.13444 0.315
H 3.64807 -5.44544 3.69608 0.335
H -3.61276 -5.91905 3.19718 0.419
H 2.81256 8.59925 2.19029 0.296
H 5.65699 2.92126 -8.09773 0.280
H -0.51162 4.30554 6.63816 0.266
H 3.85076 -3.08895 -4.43055 0.438
H 1.55144 -5.60300 -4.84205 0.295
H -5.55745 -4.92501 1.29408 0.385
H -2.28462 2.99936 -5.86895 0.232
```